Record 1
Formula: C2H18N4O7
Source: OMol25
Level of theory: the ωB97M-V functional and the def2-TZVPD basis

```
31
Properties=species:S:1:pos:R:3:nbo_charge:R:1
C 0.871 -2.298 -0.500 0.758
O 1.520 -1.290 -0.744 -0.726
N 0.070 -2.991 -1.289 -0.834
N 1.083 -2.933 0.627 -0.811
H 0.014 -2.800 -2.279 0.428
H -0.492 -3.713 -0.861 0.396
H 0.403 -3.666 0.774 0.375
H 1.731 -2.646 1.346 0.431
C -1.974 -0.925 1.429 0.694
O -2.585 -2.011 1.373 -0.053
N -1.584 -0.256 0.370 -0.714
N -1.655 -0.325 2.533 -0.736
H -1.626 -0.690 -0.542 0.432
H -0.949 0.511 0.538 0.449
H -1.738 -0.915 3.348 0.423
H -1.017 0.447 2.662 0.467
O -1.381 1.505 -2.586 -0.961
H -2.108 1.061 -3.023 0.491
H -0.600 1.049 -2.898 0.479
O 0.762 1.639 0.067 -0.946
H 0.978 0.724 0.249 0.490
H 0.492 1.643 -0.852 0.492
O 4.158 -0.151 -0.828 -0.953
H 4.656 -0.743 -1.392 0.467
H 3.295 -0.559 -0.755 0.479
O -1.854 3.917 -0.930 -0.946
H -1.521 3.196 -1.464 0.472
H -1.136 4.550 -0.906 0.471
O 0.376 2.892 2.345 -0.977
H 1.220 3.090 2.753 0.475
H 0.592 2.686 1.436 0.490
```

E_HOMO (alpha / beta), eV: -13.263 / -13.263
Expectation value of S²: 0.75
Multiplicity: 2
E_LUMO (alpha / beta), eV: -3.4 / -9.4
Total charge: +1

=====

Record 2
Formula: C2H2
Source: OMol25
Level of theory: the ωB97M-V functional and the def2-TZVPD basis

```
4
Properties=species:S:1:pos:R:3:nbo_charge:R:1
C 0.591 0.111 -0.021 -0.239
C -0.602 -0.112 -0.019 -0.239
H 1.657 -0.242 0.118 0.248
H -1.586 0.249 0.120 0.230
```

E_HOMO, eV: -10.751
Energy relative to the best compared isomer or geometry (same formula, charge and spin), eV: 0.4222
Multiplicity: 1
E_LUMO, eV: 1.3

=====

Record 3
Formula: C2H24Cl4O10
Source: OMol25
Level of theory: the ωB97M-V functional and the def2-TZVPD basis

```
40
Properties=species:S:1:pos:R:3:nbo_charge:R:1
Cl -3.092 2.763 4.178 -0.052
C -2.726 1.021 4.289 -0.396
Cl -1.090 0.663 3.745 0.001
H -2.847 0.712 5.321 0.225
H -3.444 0.503 3.663 0.230
Cl 0.154 -1.246 -0.554 -0.076
C 0.755 0.221 0.265 -0.399
Cl 2.392 0.018 0.912 -0.003
H 0.870 1.052 -0.424 0.240
H 0.125 0.515 1.096 0.238
O -2.906 -0.579 -1.799 -0.946
H -1.987 -0.589 -2.098 0.474
H -3.429 -0.531 -2.609 0.471
O 0.473 3.777 -0.417 -0.957
H 0.602 4.682 -0.730 0.484
H -0.243 3.836 0.225 0.484
O 3.223 3.189 -0.996 -0.956
H 2.265 3.160 -0.838 0.481
H 3.612 2.995 -0.137 0.467
O 2.468 -1.500 3.791 -0.970
H 2.226 -1.759 4.686 0.456
H 1.707 -1.774 3.237 0.494
O 0.988 1.540 -2.910 -0.939
H 0.122 1.186 -2.678 0.464
H 0.802 2.372 -3.359 0.485
O 1.564 -3.301 -3.055 -0.968
H 0.661 -3.154 -2.696 0.495
H 1.823 -4.161 -2.709 0.469
O -2.640 1.484 1.007 -0.950
H -2.975 1.865 0.187 0.474
H -2.769 2.168 1.679 0.470
O -1.194 -3.288 -2.668 -0.963
H -1.769 -3.858 -3.191 0.487
H -1.778 -2.904 -1.996 0.489
O 0.335 -2.664 2.479 -0.956
H 0.295 -2.666 1.513 0.488
H 0.075 -3.553 2.744 0.481
O 2.773 -0.649 -3.252 -0.978
H 2.469 -1.532 -2.973 0.485
H 2.108 -0.019 -2.929 0.475
```

E_HOMO, eV: -9.574
Multiplicity: 1
E_LUMO, eV: -0.2

=====

| no. | calculated total energy (a.u.) | largest force on an atom (eV/A) |
| --- | --- | --- |
| 1 | -832.41607 | 4.355 |
| 2 | -77.30781 | 2.857 |
| 3 | -2683.74492 | 1.132 |